C3H9NO | the ωB97M-V functional and the def2-TZVPD basis

Structure (XYZ):
```
14
C3H9NO (the ωB97M-V functional and the def2-TZVPD basis)
C 0.490 0.418 3.064
O 0.653 1.377 2.387
H -0.026 0.593 3.973
H 0.887 -0.580 2.842
C 0.661 -0.368 -1.983
N -0.093 -0.748 -0.873
C -1.254 0.039 -0.643
H 0.171 -0.134 -2.930
H 1.312 0.498 -1.831
H 1.537 -1.104 -2.096
H 0.520 -0.841 -0.109
H -1.274 1.145 -0.549
H -1.685 -0.330 0.235
H -1.898 0.036 -1.489
```

Summary:
- Maximum force: 4.2 eV Å⁻¹
- Net charge: 0
- E_HOMO: -8.43 eV
- Calculated total energy: -6792.329 eV
- SMILES: C=O.CNC

C4H11PS | the ωB97M-V functional and the def2-TZVPD basis

Structure (XYZ):
```
17
C4H11PS (the ωB97M-V functional and the def2-TZVPD basis)
C -2.590 -0.290 0.082
P -0.756 0.064 0.264
C -0.143 1.452 -0.869
S -1.139 1.498 1.908
H -2.835 -1.192 -0.557
H -2.845 -0.698 1.071
H -3.378 0.464 -0.158
H -0.592 2.365 -0.673
H 0.814 1.586 -0.424
H -0.021 1.245 -1.936
H -1.708 0.546 2.674
C 3.082 -1.931 -0.536
C 2.528 -1.612 0.609
H 2.837 -1.569 -1.517
H 3.909 -2.562 -0.556
H 1.604 -1.099 0.610
H 2.777 -1.986 1.574
```

Summary:
- Maximum force: 2.3 eV Å⁻¹
- Net charge: 0
- E_HOMO: -8.66 eV
- Calculated total energy: -24448.915 eV
- SMILES: CP(C)S.C=C

C5H8O | the ωB97M-V functional and the def2-TZVPD basis

Structure (XYZ):
```
14
C5H8O (the ωB97M-V functional and the def2-TZVPD basis)
C -1.392 -0.175 -0.526
C -0.824 0.773 0.530
C 0.618 0.333 0.676
C 1.504 0.062 -0.520
C 0.664 -1.036 0.068
O -0.569 -1.343 -0.523
H -1.389 0.309 -1.513
H -2.419 -0.487 -0.310
H -0.994 1.811 0.230
H -1.296 0.610 1.505
H 1.119 0.542 1.613
H 1.270 0.456 -1.506
H 2.573 0.035 -0.298
H 1.115 -1.910 0.529
```

Summary:
- Maximum force: 0.4 eV Å⁻¹
- Net charge: 0
- E_HOMO: -9.10 eV
- Calculated total energy: -7360.809 eV
- SMILES: C1C[C@@H]2C[C@@H]2O1